Below is a single C22H28N2O4 molecule, with properties calculated with ωB97M-V with the def2-TZVPD basis set.

The geometry in XYZ format:
```
56
Properties=species:S:1:pos:R:3
C -6.30265 -0.06123 -0.37069
C -5.91613 -1.52975 -0.52871
O -4.89550 -1.93203 0.36078
C -3.59322 -1.63736 0.08402
C -3.13591 -0.93782 -1.02761
C -1.78209 -0.71724 -1.19617
C -0.85695 -1.18925 -0.27278
C -1.31140 -1.89039 0.84082
C -2.66171 -2.10421 1.01278
H -3.02642 -2.64543 1.87143
H -0.60445 -2.26077 1.56396
N 0.49619 -0.92971 -0.52612
C 1.57097 -1.18130 0.25490
O 1.55901 -1.76954 1.31597
C 2.85724 -0.54280 -0.32114
N 2.84972 0.84243 0.13042
C 1.98923 1.73414 -0.40807
O 1.38705 1.56829 -1.44585
O 1.90297 2.84612 0.35134
C 0.79960 3.69015 0.02986
C -0.51508 3.01401 0.33614
C -1.63896 3.26508 -0.43777
C -2.84022 2.64356 -0.14475
C -2.92665 1.75630 0.91422
C -1.80562 1.49059 1.68019
C -0.60838 2.12120 1.39633
H 0.26333 1.91795 2.00168
H -1.86314 0.79117 2.50004
H -3.86141 1.26961 1.14574
H -3.71025 2.85276 -0.75036
H -1.57172 3.94902 -1.27127
H 0.93872 4.57919 0.65135
H 0.84439 3.97121 -1.02759
H 3.16325 1.01619 1.07374
C 4.12306 -1.26954 0.14227
C 4.08739 -2.70965 -0.36517
H 4.96838 -3.25114 -0.03391
H 3.21122 -3.22356 0.01959
H 4.05602 -2.73013 -1.45287
H 4.11403 -1.28700 1.23722
C 5.37513 -0.53171 -0.34633
C 6.64471 -0.98176 0.36708
H 6.54695 -0.84655 1.44201
H 6.85596 -2.02955 0.17183
H 7.49493 -0.39666 0.02435
H 5.24447 0.54024 -0.18605
H 5.48460 -0.69185 -1.42115
H 2.81119 -0.52521 -1.41504
H 0.65058 -0.32017 -1.32388
H -1.43761 -0.15917 -2.05483
H -3.81590 -0.55725 -1.77290
H -5.63367 -1.74842 -1.56602
H -6.76883 -2.16255 -0.26483
H -5.47386 0.59133 -0.63291
H -6.58524 0.13529 0.66074
H -7.14735 0.16486 -1.01602
```

Properties
- gap between HOMO and LUMO (eV) = 8.6
- structure (SMILES) = CCOc1ccc(NC(=O)[C@@H](NC(=O)OCc2ccccc2)[C@@H](C)CC)cc1
- ΔE to the lowest compared entry with this formula, charge and spin (kJ/mol) = 54.06
- highest occupied orbital energy (eV) = -7.7916